Record 1
Here is 2 unconnected molecules or ions with the total composition C5H14N from the OMol25 dataset. Energies are from ωB97M-V/def2-TZVPD.

```
20
Properties=species:S:1:pos:R:3:mulliken_charge:R:1
C -0.27469 -1.83262 -2.18408 -0.827
N -0.99820 -1.07462 -1.11625 -0.154
H 0.44072 -2.49269 -1.70725 0.338
H -0.98027 -2.37863 -2.80307 0.370
H 0.26470 -1.11985 -2.79662 0.365
H -0.29609 -0.61008 -0.50145 0.026
H -1.57760 -1.68454 -0.53898 0.388
H -1.58914 -0.34152 -1.50747 0.421
C -1.20973 1.53814 1.15228 -1.127
C 0.28419 1.48999 1.46894 -0.212
C 0.93611 0.18896 1.08926 -0.424
C 1.83736 0.06372 0.12122 -0.694
H -1.75611 0.72116 1.61309 0.304
H -1.63971 2.46970 1.52238 0.372
H -1.34560 1.55952 0.06823 0.233
H 0.45270 1.64681 2.53673 0.314
H 0.78852 2.29620 0.93568 0.283
H 0.68281 -0.69866 1.67005 0.405
H 2.34070 -0.87365 -0.09558 0.369
H 2.14397 0.93631 -0.44574 0.250
```

Output
Energy relative to the best compared isomer or geometry (same formula, charge and spin), kcal/mol: 18.7
2S+1: 1
Net charge: +1
Electronic energy, Ha: -253.3885

=====

Record 2
Here is a single C2H10B2N2 molecule in a non-equilibrium geometry from the OMol25 dataset. Energies are from ωB97M-V/def2-TZVPD.

```
16
Properties=species:S:1:pos:R:3:mulliken_charge:R:1
B -0.87634 2.87322 0.38945 0.080
B 0.60641 -2.89748 -0.59589 0.148
C -0.52555 0.36348 0.11634 -0.723
C 0.85643 -0.36676 0.04715 -0.424
N -0.39928 1.65245 0.81357 -0.195
N 0.60572 -1.54470 -0.91217 -0.265
H -0.75121 3.59920 1.27110 -0.090
H -1.46166 2.96759 -0.57823 -0.091
H 0.29291 -3.59107 -1.48242 -0.082
H 0.79431 -3.26477 0.41763 -0.103
H -1.25406 -0.36536 0.59816 0.195
H -0.70293 0.50615 -0.87782 0.515
H 1.57966 0.25958 -0.40289 0.289
H 1.03067 -0.78215 1.06134 0.335
H 0.14094 1.77290 1.72455 0.242
H 0.06397 -1.18229 -1.58987 0.171
```

Output
Energy relative to the best compared isomer or geometry (same formula, charge and spin), kcal/mol: 26.7
2S+1: 1
Net charge: 0
Electronic energy, Ha: -241.4024
SMILES: BNCCNB

=====

Record 3
Here is 7 unconnected molecules or ions with the total composition C25H69N6O7 in a non-equilibrium geometry from the OMol25 dataset. Energies are from ωB97M-V/def2-TZVPD.

```
107
Properties=species:S:1:pos:R:3:mulliken_charge:R:1
C 0.55972 1.54345 -0.26868 -0.386
O -0.45932 0.57760 0.01636 -0.888
H 1.49812 1.36173 0.25522 0.065
H 0.65720 1.63706 -1.35027 0.075
H 0.20273 2.49133 0.13401 0.145
C 4.40522 -5.53232 0.30204 -1.346
C 4.64218 -4.09982 0.90863 0.255
C 5.41627 -3.17936 -0.04282 -0.673
O 5.33749 -1.80791 0.36900 -0.307
C 5.92272 -0.80259 -0.43984 -0.764
N 3.33026 -3.47319 1.06679 -0.778
H 3.81485 -5.99443 1.09326 0.355
H 5.36458 -6.04947 0.31827 0.360
H 3.92506 -5.59574 -0.67445 0.324
H 5.06443 -4.16980 1.91108 0.357
H 4.99019 -3.26506 -1.04242 0.364
H 6.44529 -3.53870 -0.03404 0.351
H 5.57088 -0.80640 -1.47149 0.304
H 7.00020 -0.96728 -0.43728 0.294
H 5.66042 0.20614 -0.12084 0.263
H 3.60121 -2.52192 1.27116 0.366
H 3.02217 -3.33429 0.11501 0.269
C -1.21205 -1.43797 -8.16101 -1.208
C -0.54900 -0.35710 -7.21401 0.456
C -1.00891 1.11839 -7.47320 -0.773
O -1.07828 1.33972 -8.90992 -0.280
C -1.36086 2.66590 -9.32218 -0.779
N -0.81231 -0.66030 -5.85124 -0.672
H -0.90112 -2.47336 -8.02172 0.352
H -0.97201 -1.22113 -9.20189 0.303
H -2.29236 -1.29785 -8.19844 0.315
H 0.53274 -0.31784 -7.34210 0.169
H -0.26895 1.79212 -7.04118 0.388
H -2.01795 1.31316 -7.10987 0.380
H -1.23772 2.85334 -10.38887 0.260
H -0.74896 3.42106 -8.82881 0.297
H -2.38673 2.96451 -9.10651 0.303
H -0.60712 0.08182 -5.19759 0.226
H -0.18578 -1.42866 -5.65845 0.260
C -2.61218 -6.47695 -3.18560 -1.618
C -3.26523 -6.10988 -1.87087 0.813
C -2.26676 -5.96650 -0.77512 -0.917
O -2.80783 -5.85972 0.57423 -0.318
C -2.99264 -7.11140 1.20727 -0.642
N -3.90644 -4.79498 -2.04686 -0.754
H -2.41171 -7.53680 -3.02871 0.394
H -1.71646 -5.90409 -3.42568 0.342
H -3.23388 -6.51224 -4.08022 0.424
H -3.94696 -6.93954 -1.68372 0.203
H -1.81198 -4.98076 -0.87301 0.350
H -1.43974 -6.60290 -1.08995 0.421
H -3.70754 -7.09328 2.02987 0.239
H -2.02605 -7.44105 1.58823 0.261
H -3.31688 -7.83363 0.45803 0.264
H -4.55962 -4.93338 -2.80468 0.256
H -3.30916 -4.12044 -2.50332 0.277
C 8.46535 7.19139 3.90478 -1.350
C 8.10377 5.67041 4.12609 0.534
C 6.73472 5.28382 3.72859 -0.724
O 5.72274 5.99942 4.50426 -0.331
C 4.48752 5.30432 4.57843 -0.735
N 9.10295 4.91375 3.42073 -0.669
H 7.72986 7.75344 4.48032 0.339
H 8.40920 7.54389 2.87488 0.306
H 9.43889 7.37290 4.36018 0.371
H 8.17179 5.54580 5.20680 0.171
H 6.61136 4.20816 3.85441 0.417
H 6.56793 5.40422 2.65817 0.333
H 3.74742 6.01483 4.94656 0.239
H 4.50201 4.40557 5.19499 0.283
H 4.22206 5.01580 3.56138 0.335
H 10.08031 5.16817 3.43184 0.250
H 8.87438 4.82688 2.44077 0.230
C 0.11348 -0.58990 7.06679 -1.331
C -1.38973 -0.64924 6.55991 0.559
C -2.12403 0.68107 6.66865 -0.937
O -3.47100 0.56387 6.20523 -0.316
C -4.51439 0.91860 7.20990 -0.743
N -1.28694 -1.11584 5.17110 -0.595
H 0.13237 -0.28263 8.11241 0.364
H 0.76470 -0.00518 6.41709 0.318
H 0.45608 -1.62096 7.15415 0.378
H -1.96515 -1.33685 7.17972 0.178
H -1.61642 1.40544 6.03167 0.358
H -2.04983 1.25443 7.59268 0.426
H -4.40923 0.40444 8.16526 0.309
H -5.51279 0.61285 6.89719 0.261
H -4.42488 1.98604 7.41156 0.303
H -0.84759 -0.52955 4.47587 0.237
H -0.86596 -2.03375 5.18920 0.228
C -6.39763 2.44158 -3.80380 -1.501
C -6.18468 2.16833 -2.36294 0.561
C -6.29068 3.37180 -1.42510 -0.746
O -5.90669 3.07035 -0.13143 -0.288
C -5.90936 4.06256 0.89407 -0.742
N -7.00483 1.00918 -2.06951 -0.726
H -5.68827 3.26832 -3.84126 0.348
H -7.38114 2.83480 -4.06109 0.362
H -6.28261 1.54286 -4.40975 0.408
H -5.16217 1.79996 -2.28000 0.317
H -7.32158 3.71958 -1.35887 0.306
H -5.59548 4.15132 -1.73680 0.319
H -4.99588 4.64391 0.76883 0.301
H -5.76092 3.46578 1.79402 0.248
H -6.77213 4.72576 0.95649 0.282
H -7.90727 1.37861 -2.33263 0.287
H -6.93269 0.24289 -2.72349 0.261
```

Output
Energy relative to the best compared isomer or geometry (same formula, charge and spin), kcal/mol: 103.9
2S+1: 1
Net charge: -1
Electronic energy, Ha: -1848.7843

=====

Record 4
Here is a single C5H11NO molecule in a non-equilibrium geometry from the OMol25 dataset. Energies are from ωB97M-V/def2-TZVPD.

```
18
Properties=species:S:1:pos:R:3:mulliken_charge:R:1
C 2.51370 -0.46731 -0.17557 -1.067
C 1.10806 -0.87713 0.14821 -0.203
C 0.63824 1.62861 0.08057 -1.197
C -1.24033 0.05351 0.01845 0.783
C -1.74810 -1.36637 -0.02128 -1.047
H 2.98636 0.33662 0.69635 0.253
H 3.41071 -1.33703 0.02225 0.301
H 2.58614 0.04901 -1.23191 0.268
H 0.60199 -1.49070 -0.51681 0.338
H 0.89986 -1.34892 1.22410 0.186
H 1.44479 1.71465 -0.67720 0.257
H -0.21713 2.22420 0.04053 0.441
H 1.00655 1.64818 1.00148 0.452
H -1.48037 -1.93421 -1.01041 0.274
H -2.94409 -1.24288 0.09866 0.281
H -1.18153 -2.06843 0.82908 0.226
N 0.16730 0.31592 -0.01899 0.013
O -1.98922 0.92627 -0.08068 -0.559
```

Output
Energy relative to the best compared isomer or geometry (same formula, charge and spin), kcal/mol: 79.5
2S+1: 1
Net charge: 0
Electronic energy, Ha: -327.0047
SMILES: CCN(C)C(C)=O

=====

Asked for HOMO energy across the records above, the calculation gives -0.514 -0.372 -0.059 -0.319 Ha in order.